*P*
The following is a quantum chemistry calculation of an isolated molecule of C8H14N2O6, from the OMol25 dataset.

Computed properties:
SMILES: C[C@@H](O)[C@H](N)C(=O)N[C@@H](CC(=O)O)C(=O)O
Lowest unoccupied orbital energy in eV: 0.470
Kohn-Sham gap in hartree: 0.3732

Atoms and positions in Å:
C  1.17  -3.09  -1.53
C  1.11  -3.36  0.00
O  2.34  -3.16  0.63
C  -0.02  -2.57  0.62
N  -1.42  -2.90  0.09
C  0.30  -1.10  0.56
O  1.44  -0.62  0.49
N  -0.87  -0.32  0.54
C  -0.95  1.07  0.11
C  0.22  1.88  0.76
C  -0.18  3.32  1.07
O  -1.31  3.74  1.13
O  0.91  4.08  1.40
C  -1.01  1.14  -1.41
O  -1.49  0.25  -2.06
O  -0.57  2.31  -1.93
H  0.23  -3.50  -1.97
H  2.05  -3.63  -1.91
H  1.24  -2.05  -1.78
H  0.86  -4.40  0.24
H  2.47  -2.20  0.60
H  -0.08  -2.72  1.71
H  -1.56  -2.54  -0.88
H  -1.63  -3.91  0.11
H  -1.64  -0.89  0.23
H  -1.93  1.44  0.49
H  0.66  1.41  1.64
H  1.08  1.88  0.03
H  0.45  4.95  1.52
H  -0.68  2.23  -2.89



*Q*
The following is a quantum chemistry calculation of an isolated molecule of C8H14N2O6, from the OMol25 dataset.

Computed properties:
SMILES: C[C@@H](O)[C@H](NC(=O)[C@@H](N)CC(=O)O)C(=O)O
Lowest unoccupied orbital energy in eV: 0.429
Kohn-Sham gap in hartree: 0.3734

Atoms and positions in Å:
C  2.68  -1.52  -1.71
C  1.23  -1.40  -2.11
O  0.42  -2.67  -1.62
C  0.46  -0.18  -1.48
N  0.36  -0.29  -0.10
C  0.35  0.95  0.56
O  0.18  1.98  -0.06
C  0.19  0.99  2.16
N  0.44  2.43  2.59
C  -1.21  0.40  2.68
C  -2.39  0.74  1.73
O  -2.19  0.94  0.59
O  -3.51  0.78  2.38
C  -0.92  -0.23  -2.08
O  -2.05  -0.63  -1.82
O  -0.66  0.12  -3.41
H  2.69  -1.61  -0.48
H  3.20  -0.58  -2.04
H  3.05  -2.46  -2.09
H  1.21  -1.32  -3.16
H  0.70  -2.93  -0.79
H  0.94  0.81  -1.76
H  0.43  -1.23  0.27
H  0.84  0.38  2.66
H  0.53  2.81  1.65
H  1.41  2.41  3.01
H  -1.25  -0.66  2.62
H  -1.55  0.76  3.75
H  -4.04  1.42  1.86
H  -1.53  -0.18  -3.79



Least stable: *Q*



*P*
The following is a quantum chemistry calculation of an isolated molecule of C4H6ClF, from the OMol25 dataset.

Computed properties:
SMILES: C[C@@H]1C[C@@]1(F)Cl
Lowest unoccupied orbital energy in eV: 0.997
Kohn-Sham gap in hartree: 0.4016

Atoms and positions in Å:
C  0.61  -1.26  -0.58
C  0.56  0.31  -0.08
C  -0.34  0.48  1.02
C  -0.80  1.05  -0.18
F  -1.84  0.37  -0.87
Cl  -0.85  2.69  -0.39
H  0.03  -1.63  -1.37
H  1.63  -1.54  -1.01
H  0.42  -1.91  0.22
H  1.58  0.76  -0.02
H  -0.89  -0.42  1.36
H  -0.12  1.10  1.90



*Q*
The following is a quantum chemistry calculation of an isolated molecule of C4H6ClF, from the OMol25 dataset.

Computed properties:
SMILES: CC(C)=C(F)Cl
Lowest unoccupied orbital energy in eV: 0.901
Kohn-Sham gap in hartree: 0.3663

Atoms and positions in Å:
C  -1.17  0.30  0.72
C  0.07  0.11  -0.04
C  0.51  -1.27  -0.34
C  0.70  1.19  -0.49
F  0.35  2.45  -0.20
Cl  2.22  1.22  -1.36
H  -1.11  -0.18  1.70
H  -1.98  -0.21  0.18
H  -1.41  1.38  0.87
H  -0.27  -1.94  -0.74
H  1.43  -1.30  -0.91
H  0.66  -1.76  0.59



Least stable: *P*



*P*
The following is a quantum chemistry calculation of a cluster of 3 separate species, C3H11N3O3 in total, from the OMol25 dataset.

Computed properties:
Lowest unoccupied orbital energy in eV: 0.541
Kohn-Sham gap in hartree: 0.3003

Atoms and positions in Å:
C  1.52  0.28  1.75
C  0.80  1.18  0.04
O  0.90  -0.82  2.06
O  2.84  0.16  1.45
H  2.98  -0.73  1.09
H  0.59  -1.52  0.98
H  1.33  1.16  2.37
H  -0.15  1.72  -0.02
H  1.10  0.69  -0.89
H  1.55  1.95  0.18
N  -1.04  -0.72  -1.67
C  -0.78  -0.98  -0.36
N  -1.99  0.27  -1.98
N  -1.69  -0.59  0.57
O  0.17  -1.80  -0.09
H  -0.25  -0.86  -2.29
H  -2.68  -0.11  -2.63
H  -1.55  1.10  -2.36
H  -1.33  -0.53  1.51
H  -2.32  0.15  0.29



*Q*
The following is a quantum chemistry calculation of an isolated molecule of C3H11N3O3, from the OMol25 dataset.

Computed properties:
SMILES: N[C@H](O)N[C@@H](O)[C@H](N)O
Lowest unoccupied orbital energy in eV: 0.620
Kohn-Sham gap in hartree: 0.3485

Atoms and positions in Å:
N  -0.79  -2.24  1.62
C  -0.14  -1.26  0.79
O  0.57  -0.38  1.63
N  -1.12  -0.50  0.03
C  -0.73  0.77  -0.57
O  -0.65  1.76  0.41
C  0.59  0.72  -1.42
N  1.78  1.11  -0.70
O  0.44  1.54  -2.55
H  -1.59  -1.81  2.07
H  -1.12  -3.03  1.07
H  0.59  -1.79  0.15
H  0.66  -0.82  2.48
H  -1.54  -1.10  -0.66
H  -1.54  1.06  -1.24
H  -0.18  1.37  1.17
H  0.73  -0.29  -1.82
H  1.99  0.43  0.02
H  1.61  2.00  -0.25
H  0.46  2.46  -2.26



Least stable: *P*



*P*
The following is a quantum chemistry calculation of a structure of composition C30H60As3NO6STi, from the OMol25 dataset.

Computed properties:
Lowest unoccupied orbital energy (spin up / spin down) in eV: 2.527 / 2.527
Net charge: -1
Multiplicity: 2
Kohn-Sham gap (spin up / spin down) in hartree: 0.2471 / 0.2662

Atoms and positions in Å:
Ti  -0.87  -0.01  -1.53
C  0.74  1.84  -0.95
C  0.12  2.57  0.08
C  -0.98  3.28  -0.51
C  -0.97  2.98  -1.87
C  0.08  2.08  -2.19
C  0.79  2.12  -3.55
C  1.42  3.52  -3.70
C  -0.19  1.89  -4.70
C  1.91  1.09  -3.64
C  -2.09  4.19  0.04
C  -2.37  4.04  1.53
C  -1.75  5.66  -0.27
C  -3.42  3.87  -0.66
C  0.74  2.74  1.47
C  1.11  4.22  1.66
C  2.06  1.96  1.55
C  -0.14  2.26  2.64
H  1.72  1.38  -0.87
H  -1.65  3.40  -2.60
H  0.64  4.29  -3.74
H  2.02  3.58  -4.61
H  2.06  3.74  -2.85
H  -1.01  2.61  -4.66
H  -0.60  0.88  -4.67
H  0.32  2.02  -5.66
H  2.69  1.28  -2.90
H  2.38  1.14  -4.63
H  1.54  0.08  -3.51
H  -1.51  4.29  2.15
H  -2.68  3.03  1.77
H  -3.18  4.72  1.81
H  -0.88  6.00  0.30
H  -2.59  6.31  -0.01
H  -1.53  5.78  -1.33
H  -3.64  2.81  -0.58
H  -3.42  4.14  -1.71
H  -4.23  4.43  -0.18
H  1.69  4.58  0.81
H  1.71  4.35  2.56
H  0.23  4.86  1.75
H  2.79  2.31  0.82
H  1.88  0.90  1.39
H  2.49  2.09  2.55
H  -1.11  1.91  2.30
H  -0.30  3.05  3.37
H  0.34  1.43  3.16
C  0.12  -1.81  4.34
As  -0.48  -1.30  2.52
C  -2.29  -0.88  3.10
C  -0.97  -3.05  1.72
C  0.14  -3.99  1.21
C  -0.54  -5.34  0.96
C  0.73  -3.56  -0.15
As  1.20  -1.72  -0.68
C  2.77  -1.31  0.44
C  2.26  -2.31  -2.21
C  1.24  -4.15  2.26
As  2.47  -5.69  2.09
C  4.00  -4.85  1.19
C  3.21  -5.48  3.91
H  -0.42  -2.68  4.71
H  -0.10  -0.96  4.98
H  1.19  -2.01  4.39
H  -2.67  -1.69  3.73
H  -2.94  -0.75  2.24
H  -2.27  0.05  3.68
H  -1.62  -2.79  0.89
H  -1.58  -3.57  2.46
H  -1.43  -5.20  0.34
H  -0.85  -5.80  1.91
H  0.12  -6.05  0.45
H  0.02  -3.82  -0.94
H  1.63  -4.16  -0.35
H  3.45  -2.16  0.42
H  2.50  -1.08  1.47
H  3.28  -0.44  0.02
H  3.00  -3.04  -1.86
H  2.78  -1.45  -2.64
H  1.62  -2.76  -2.96
H  0.77  -4.30  3.24
H  1.85  -3.25  2.33
H  3.78  -4.68  0.14
H  4.85  -5.53  1.26
H  4.26  -3.91  1.67
H  2.47  -5.81  4.64
H  3.46  -4.44  4.10
H  4.10  -6.09  4.01
N  -2.70  0.58  -2.77
C  -3.85  0.32  -1.90
C  -3.43  0.03  -0.47
O  -4.21  -0.46  0.32
O  -2.20  0.40  -0.18
H  -2.75  1.48  -3.24
H  -2.69  -0.15  -3.49
H  -4.43  -0.53  -2.26
H  -4.52  1.19  -1.86
O  -2.45  -2.05  -3.95
S  -1.37  -2.22  -3.01
O  -1.82  -1.93  -1.59
O  -0.38  -1.03  -3.16
O  -0.67  -3.48  -3.11



*Q*
The following is a quantum chemistry calculation of a structure of composition C30H60As3NO6STi, from the OMol25 dataset.

Computed properties:
Lowest unoccupied orbital energy (spin up / spin down) in eV: 2.487 / 2.488
Net charge: -1
Multiplicity: 2
Kohn-Sham gap (spin up / spin down) in hartree: 0.2847 / 0.2971

Atoms and positions in Å:
Ti  1.64  0.80  -0.92
C  2.22  1.91  1.02
C  2.24  0.53  1.41
C  3.31  -0.08  0.67
C  3.88  0.94  -0.14
C  3.23  2.17  0.08
C  3.66  3.52  -0.46
C  5.00  3.88  0.20
C  2.64  4.60  -0.11
C  3.85  3.49  -1.98
C  4.00  -1.45  0.76
C  4.87  -1.69  -0.48
C  3.06  -2.65  0.87
C  4.97  -1.41  1.96
C  1.27  0.03  2.50
C  0.24  -0.96  1.94
C  2.02  -0.60  3.68
C  0.48  1.21  3.08
H  1.50  2.63  1.38
H  4.65  0.78  -0.87
H  4.90  3.90  1.29
H  5.35  4.86  -0.14
H  5.77  3.14  -0.05
H  2.51  4.69  0.97
H  1.67  4.38  -0.57
H  2.98  5.57  -0.49
H  4.50  2.67  -2.29
H  4.30  4.43  -2.32
H  2.89  3.37  -2.49
H  4.29  -1.68  -1.40
H  5.34  -2.67  -0.38
H  5.68  -0.96  -0.56
H  2.36  -2.65  0.04
H  2.52  -2.68  1.81
H  3.66  -3.57  0.81
H  5.69  -0.60  1.83
H  5.52  -2.36  2.01
H  4.46  -1.26  2.91
H  0.70  -1.79  1.42
H  -0.43  -0.44  1.25
H  -0.37  -1.35  2.76
H  2.49  -1.55  3.43
H  1.31  -0.79  4.49
H  2.79  0.08  4.06
H  -0.13  1.70  2.32
H  1.14  1.94  3.54
H  -0.20  0.83  3.85
C  -2.71  3.17  -0.35
As  -2.60  1.41  0.51
C  -3.74  1.95  2.04
C  -3.98  0.61  -0.66
C  -4.36  -0.88  -0.53
C  -5.81  -1.02  -1.04
C  -3.47  -1.75  -1.43
As  -1.49  -1.64  -1.24
C  -1.21  -3.25  -0.13
C  -1.17  -2.61  -2.91
C  -4.29  -1.33  0.94
As  -5.42  -2.82  1.58
C  -4.62  -4.41  0.74
C  -4.46  -2.99  3.29
H  -3.72  3.57  -0.28
H  -2.43  3.08  -1.40
H  -2.01  3.86  0.13
H  -4.76  2.18  1.72
H  -3.29  2.85  2.48
H  -3.77  1.19  2.82
H  -3.61  0.80  -1.68
H  -4.88  1.23  -0.52
H  -5.89  -0.58  -2.04
H  -6.50  -0.50  -0.38
H  -6.11  -2.06  -1.10
H  -3.64  -1.45  -2.47
H  -3.76  -2.80  -1.35
H  -1.75  -4.10  -0.53
H  -1.51  -3.07  0.91
H  -0.14  -3.46  -0.14
H  -1.79  -3.51  -2.94
H  -0.12  -2.86  -2.98
H  -1.42  -1.98  -3.76
H  -4.65  -0.51  1.57
H  -3.24  -1.50  1.23
H  -4.92  -4.47  -0.31
H  -5.01  -5.28  1.25
H  -3.54  -4.40  0.81
H  -4.63  -2.10  3.89
H  -3.39  -3.10  3.12
H  -4.83  -3.85  3.84
N  -1.41  0.75  -3.67
C  -0.97  2.14  -3.68
C  -0.11  2.53  -2.49
O  0.41  3.63  -2.48
O  -0.01  1.66  -1.52
H  -0.58  0.15  -3.67
H  -1.88  0.55  -4.55
H  -1.84  2.80  -3.67
H  -0.37  2.41  -4.56
O  2.40  0.83  -2.80
S  2.21  -0.66  -3.09
O  1.14  -0.85  -4.05
O  1.74  -1.10  -1.69
O  3.46  -1.30  -3.44



Least stable: *P*